Entry 1:
The following is a quantum chemistry calculation of a molecular structure, C28H21N7O3W, from OMol25.

```
! wB97M-V def2-TZVPD RIJCOSX def2/J DEFGRID3
* xyz 2 1
W 0.2336 -0.9628 -1.0733
O -1.0248 -2.5869 2.4173
C 0.1747 -3.0587 2.8285
C 0.2602 -4.0291 3.8233
C 1.4870 -4.5236 4.2129
C 2.6662 -4.0705 3.6167
C 2.5955 -3.1171 2.6341
C 1.3565 -2.5857 2.2240
C 1.3483 -1.5865 1.1818
O 0.2491 -0.8949 0.9016
N 2.3948 -1.3889 0.4038
N 2.0845 -0.3641 -0.4859
C 2.9083 0.6129 -0.6945
C 2.5886 1.6776 -1.5704
C 3.5277 2.6896 -1.8581
C 3.1736 3.7367 -2.6679
C 1.8762 3.8062 -3.1939
C 0.9321 2.8384 -2.9214
C 1.2813 1.7632 -2.1066
O 0.3707 0.8320 -1.8112
H -1.7266 -3.0048 2.9336
H -0.6481 -4.3907 4.2905
H 1.5304 -5.2729 4.9918
H 3.6216 -4.4613 3.9346
H 3.4969 -2.7443 2.1678
H 3.8562 0.5782 -0.1624
H 4.5212 2.6260 -1.4335
H 3.8867 4.5151 -2.8983
H 1.6078 4.6438 -3.8238
H -0.0737 2.9023 -3.3127
C -0.3176 -1.5210 -4.1658
N -0.9396 -1.1062 -2.9050
C -2.1858 -0.7387 -2.8558
C -2.6340 -0.3361 -1.5969
C -3.8205 0.1035 -1.0408
C -3.5725 0.2928 0.3271
C -2.2586 -0.0393 0.5637
N -1.6518 -0.4413 -0.6021
C 0.8462 -2.3607 -3.7341
C 1.8384 -1.7065 -2.9691
C 2.8870 -2.4666 -2.4072
C 2.9073 -3.8358 -2.5623
C 1.9145 -4.4623 -3.3145
C 0.8840 -3.7320 -3.8961
H 0.0152 -0.6437 -4.7287
H -1.0261 -2.0775 -4.7793
H -2.8105 -0.7540 -3.7433
H -4.7518 0.2583 -1.5609
H -4.2762 0.6313 1.0684
H -1.7206 -0.0336 1.4944
H 1.9758 -0.6336 -3.1104
H 3.6880 -1.9746 -1.8734
H 3.7073 -4.4226 -2.1330
H 1.9458 -5.5364 -3.4492
H 0.1165 -4.2364 -4.4691
N -0.8625 -7.4127 -1.6211
C -0.5986 -6.3871 -1.1716
N -0.2946 -5.2283 -0.6295
C -0.2002 -4.0487 -0.8219
N -0.0429 -2.8536 -0.9073
*
```

Computed properties:
max |F|	0.8	eV/A
frontier orbital gap	5.76	eV



Entry 2:
The following is a quantum chemistry calculation of a molecular structure, C28H22FeIO4PS, from OMol25.

```
! wB97M-V def2-TZVPD RIJCOSX def2/J DEFGRID3
* xyz 0 5
Fe -0.5436 -0.0395 -2.0076
C 2.5714 -0.1404 -2.9904
C 2.1979 -0.0830 -4.3251
C 1.2833 0.8643 -4.7586
C 0.7423 1.7764 -3.8636
C 1.1235 1.7342 -2.5232
C 2.0318 0.7636 -2.0833
H 3.2591 -0.9000 -2.6459
H 2.5940 -0.8046 -5.0265
H 0.9650 0.8739 -5.7920
H 0.0139 2.5031 -4.1981
H 0.7626 2.4763 -1.8198
H 2.3418 0.7426 -1.0476
I -2.3354 1.9598 -1.2178
C -1.2784 2.9219 0.3088
C -1.3231 4.2870 0.1859
C -0.8360 5.1392 1.1945
C -0.3717 4.5878 2.3457
C -0.3117 3.1817 2.5076
C 0.1144 2.6805 3.7625
C 0.1650 1.3431 4.0031
C -0.1221 0.4613 2.9479
C -0.4861 0.8877 1.6921
P -0.4851 -0.4532 0.4466
C 1.1523 -1.2428 0.5650
C 1.3185 -2.3581 -0.2637
C 2.5549 -2.9763 -0.3521
C 3.6400 -2.4757 0.3575
C 3.4822 -1.3614 1.1678
C 2.2389 -0.7503 1.2783
C -1.6586 -1.6531 1.1299
C -3.0182 -1.3979 0.9670
C -3.9542 -2.2708 1.4923
C -3.5421 -3.4095 2.1719
C -2.1910 -3.6743 2.3247
C -1.2473 -2.7968 1.8060
C -0.6916 2.2937 1.4579
H -1.7730 4.7279 -0.6933
H -0.8824 6.2114 1.0615
H -0.0436 5.2104 3.1688
H 0.3756 3.3938 4.5348
H 0.4583 0.9567 4.9698
H -0.0145 -0.6036 3.1215
H 0.4943 -2.7288 -0.8649
H 2.6713 -3.8383 -0.9961
H 4.6080 -2.9528 0.2724
H 4.3261 -0.9666 1.7190
H 2.1263 0.1181 1.9165
H -3.3461 -0.5328 0.4037
H -5.0088 -2.0718 1.3549
H -4.2762 -4.0964 2.5730
H -1.8653 -4.5662 2.8443
H -0.1947 -3.0123 1.9269
O -2.1673 -2.6005 -4.2876
S -1.6186 -1.6642 -3.3616
O -0.1010 -1.7406 -3.1902
O -2.1157 -1.7334 -1.9480
O -1.8091 -0.2002 -3.7234
*
```

Computed properties:
max |F|	0.6	eV/A
frontier orbital gap (spin up / spin down)	7.64 / 8.02	eV



Entry 3:
The following is a quantum chemistry calculation of a molecular structure, C28H23BN6O6S2V, from OMol25.

```
! wB97M-V def2-TZVPD RIJCOSX def2/J DEFGRID3
* xyz -1 3
V -0.7582 0.2888 -0.1408
O 2.5547 3.1423 -1.0489
C 2.8716 3.4319 0.2176
C 3.9521 4.3051 0.3998
C 4.3694 4.6537 1.6643
C 3.7200 4.1495 2.7906
C 2.6501 3.2955 2.6162
C 2.2052 2.9215 1.3457
C 1.0641 1.9776 1.2267
O 0.7022 1.6302 0.0137
N 0.4541 1.5766 2.2975
N -0.6378 0.8041 1.8813
C -1.4965 0.4986 2.7798
C -2.8141 0.0302 2.4028
C -3.6486 -0.5641 3.3572
C -4.9625 -0.8636 3.0752
C -5.4713 -0.5139 1.8165
C -4.6829 0.0996 0.8717
C -3.3211 0.3752 1.1227
O -2.5937 0.9563 0.2065
H 1.7927 2.5139 -1.0402
H 4.4461 4.6816 -0.4856
H 5.2125 5.3239 1.7795
H 4.0491 4.4195 3.7845
H 2.1269 2.8842 3.4679
H -1.2617 0.6997 3.8248
H -3.2357 -0.7874 4.3346
H -5.5926 -1.3387 3.8151
H -6.5061 -0.7340 1.5785
H -5.0753 0.3674 -0.1000
N -2.6806 -3.4352 -1.1010
C -3.3841 -2.5396 -1.9131
C -2.8752 -1.3165 -1.6801
N -1.8384 -1.3857 -0.7635
C -1.7211 -2.6881 -0.4480
C -0.8654 -3.1979 0.5161
N 0.1606 -2.5038 1.0995
C 0.6442 -3.2761 2.1479
C -0.0436 -4.4283 2.2002
N -0.9610 -4.4356 1.1404
H -2.5251 -4.3960 -1.3566
H -4.1663 -2.8650 -2.5721
H -3.1647 -0.3643 -2.0868
H 1.4703 -2.9314 2.7409
H 0.0564 -5.2642 2.8661
H -1.8535 -4.8968 1.2121
C -1.1759 0.3985 -6.2375
O -1.0961 1.0100 -4.9592
C -0.7202 0.2815 -3.8853
S -0.3330 -1.3372 -4.0111
S -0.6760 1.2820 -2.4931
H -1.7735 1.0796 -6.8417
H -1.6342 -0.5864 -6.1820
H -0.1775 0.2995 -6.6687
O 1.9731 -0.8631 1.2181
B 0.7313 -1.2293 0.5797
O 0.8884 -1.0873 -0.8605
C 2.1675 -0.6052 -1.0302
C 2.7682 -0.2618 -2.2112
C 4.0727 0.2388 -2.1215
C 4.7047 0.3800 -0.8954
C 4.0684 0.0260 0.2997
C 2.7924 -0.4767 0.2025
H 2.2289 -0.3539 -3.1434
H 4.5828 0.5464 -3.0239
H 5.7033 0.7952 -0.8551
H 4.5395 0.1622 1.2628
*
```

Computed properties:
max |F|	0.8	eV/A
frontier orbital gap (spin up / spin down)	5.46 / 6.23	eV



Entry 4:
The following is a quantum chemistry calculation of a molecular structure, C28H23Cl2CrN5O4S2Si at a distorted geometry, from OMol25.

```
! wB97M-V def2-TZVPD RIJCOSX def2/J DEFGRID3
* xyz -1 2
Cr -0.8983 -0.1679 -0.4743
Cl -6.8303 -3.5997 -1.4890
C -5.5158 -2.7612 -0.7238
C -4.4847 -2.2753 -1.5165
C -3.4136 -1.6090 -0.9303
N -2.2672 -1.1134 -1.5666
C -1.8946 -1.5821 -2.7906
O -2.5998 -1.9686 -3.7068
C -0.4091 -1.7203 -2.8403
C 0.2168 -2.3781 -3.8809
C 1.5646 -2.6747 -3.7836
C 2.2228 -2.2943 -2.6234
C 1.5310 -1.6140 -1.6409
N 0.2304 -1.3111 -1.7269
C -3.3726 -1.4570 0.4726
C -4.4208 -1.9352 1.2555
C -5.4895 -2.5799 0.6522
Cl -6.7905 -3.1556 1.6459
N -2.2848 -0.7315 0.9022
C -2.2023 -0.1851 2.1398
O -2.5899 -0.6314 3.2054
C -1.7294 1.2383 1.9965
C -1.7351 2.1187 3.0620
C -1.6435 3.4764 2.8090
C -1.6055 3.8970 1.4888
C -1.5551 2.9442 0.4861
N -1.5636 1.6353 0.7215
H -4.5139 -2.4113 -2.5843
H -0.3895 -2.6580 -4.7314
H 2.0898 -3.1899 -4.5763
H 3.2740 -2.5070 -2.4863
H 2.0311 -1.2875 -0.7407
H -4.3852 -1.8213 2.3280
H -1.8414 1.7185 4.0606
H -1.6319 4.1974 3.6157
H -1.5980 4.9477 1.2343
H -1.5139 3.2441 -0.5517
O 4.9506 1.9434 0.9326
S 3.9797 1.7652 1.9779
O 3.8101 2.8441 2.9127
N 2.5220 1.3091 1.3527
C 2.1938 0.1115 1.7423
S 0.7421 -0.6903 1.3848
C 3.1891 -0.5717 2.6190
C 3.1281 -1.8449 3.1626
C 4.1936 -2.2795 3.9399
C 5.2947 -1.4606 4.1677
C 5.3539 -0.1832 3.6225
C 4.2895 0.2341 2.8545
H 2.2642 -2.4691 2.9782
H 4.1656 -3.2707 4.3747
H 6.1143 -1.8225 4.7754
H 6.2039 0.4644 3.7950
C 1.5107 1.0783 -3.1799
Si 0.1093 1.5742 -1.9628
C -1.2524 2.1838 -3.1797
C 0.9548 3.1187 -1.2083
H 1.7543 1.9271 -3.8230
H 1.2501 0.2362 -3.8263
H 2.4171 0.8171 -2.6276
H -0.8461 2.9312 -3.8672
H -2.1204 2.6218 -2.6804
H -1.6199 1.3439 -3.7763
H 1.4903 3.6647 -1.9906
H 1.6826 2.8033 -0.4648
H 0.2837 3.8231 -0.7174
*
```

Computed properties:
max |F|	1.3	eV/A
frontier orbital gap (spin up / spin down)	6.59 / 6.66	eV



Q: Among the records above, which one has the highest max |F|?
A: C28H23Cl2CrN5O4S2Si